Density functional theory data (the ωB97M-V functional and the def2-TZVPD basis) for an isolated molecule of C4H7NO.

Each line ends with the Löwdin charge.
Cartesian coordinates (Å):
C -1.75857 -0.32889 -0.06041  -0.136
N -1.25382 0.96242 0.40433  0.031
C -0.54851 0.27091 -0.66432  -0.282
C 0.77229 -0.39564 -0.41866  -0.271
C 1.84408 0.21656 0.36719  -0.103
O 1.02293 -0.81263 0.91404  -0.048
H -1.60233 -1.18711 0.59034  0.110
H -2.70933 -0.30554 -0.58648  0.098
H -0.77138 0.81738 1.28945  0.089
H -0.62949 0.75129 -1.63852  0.138
H 1.05594 -1.12527 -1.18051  0.146
H 2.87947 -0.06750 0.17989  0.111
H 1.69871 1.20403 0.80368  0.116

net charge	0
lowest unoccupied orbital energy	0.043	Eh
Kohn-Sham gap	0.3946	Eh
ΔE to the lowest compared entry with this formula, charge and spin	2.943	eV
SMILES	C1N[C@H]1[C@H]1CO1
HOMO	-9.58	eV

=====

Density functional theory data (the ωB97M-V functional and the def2-TZVPD basis) for C45H39N5P3Ta as an isolated structure at a distorted geometry.

Each line ends with the Löwdin charge.
Cartesian coordinates (Å):
Ta -0.97418 0.96498 -0.64048  1.570
C -1.25528 -2.68410 2.14013  -0.075
N -1.25467 -1.45798 1.28912  -0.475
P -0.79228 0.04044 1.93223  0.915
C -1.64280 0.36509 3.45990  -0.338
C -2.80869 -0.30582 3.84257  -0.085
C -3.38440 -0.02699 5.06781  -0.024
C -2.82743 0.93901 5.90004  -0.001
C -1.67517 1.61653 5.51890  -0.020
C -1.08935 1.35013 4.29445  -0.059
C 0.94591 0.13641 2.32313  -0.400
C 1.53805 1.38309 2.11170  -0.170
C 2.82857 1.62671 2.55247  -0.039
C 3.53074 0.61857 3.19937  -0.014
C 2.93928 -0.62391 3.41626  -0.017
C 1.64437 -0.87086 2.98921  -0.048
P -2.10256 -1.42322 -0.18532  0.920
C -3.64377 -2.25140 0.06201  -0.353
C -4.51941 -1.82346 1.07063  -0.093
C -5.67976 -2.52978 1.30796  -0.019
C -6.00391 -3.62349 0.50330  0.011
C -5.16352 -4.01202 -0.53301  -0.014
C -3.98817 -3.32137 -0.77587  -0.047
C -1.15612 -2.19331 -1.46660  -0.427
C -1.03082 -1.40796 -2.62234  -0.152
C -0.33547 -1.88872 -3.72542  -0.027
C 0.21997 -3.15866 -3.67152  0.017
C 0.07728 -3.94913 -2.52688  0.007
C -0.61082 -3.47512 -1.42092  -0.063
H -0.99830 -2.42276 3.16398  0.089
H -0.51740 -3.39531 1.76892  0.089
H -2.23605 -3.15635 2.14389  0.093
H -3.24490 -1.06904 3.21726  0.070
H -4.26638 -0.56688 5.38552  0.129
H -3.29360 1.16585 6.85001  0.135
H -1.23274 2.35109 6.17788  0.131
H -0.20418 1.89480 3.99544  0.104
H 0.96699 2.18454 1.65553  0.061
H 3.27571 2.60333 2.41228  0.129
H 4.53772 0.80605 3.54983  0.134
H 3.48237 -1.39389 3.94973  0.133
H 1.18610 -1.82926 3.19701  0.109
H -4.29911 -0.93778 1.65001  0.090
H -6.34574 -2.23059 2.10634  0.131
H -6.92819 -4.16075 0.67380  0.138
H -5.42439 -4.85724 -1.15611  0.134
H -3.34553 -3.62633 -1.59088  0.111
H -1.57149 -0.44879 -2.70175  0.075
H -0.25386 -1.29330 -4.62529  0.115
H 0.75292 -3.54392 -4.53105  0.138
H 0.49407 -4.94862 -2.50824  0.139
H -0.73478 -4.10283 -0.54694  0.125
N -0.44549 1.98160 -3.04604  0.027
C 0.64355 1.30188 -3.73291  -0.349
C 0.63684 1.14407 -5.10561  -0.016
C 1.73130 0.55471 -5.73124  -0.011
C 2.81026 0.10494 -4.97922  -0.013
C 2.79229 0.22793 -3.59638  -0.034
C 1.70752 0.84073 -2.97458  -0.320
P 1.64019 1.11723 -1.19442  0.996
C 2.70561 -0.17018 -0.52224  -0.380
C 2.15040 -1.44394 -0.39495  -0.115
C 2.93553 -2.50953 0.00995  -0.047
C 4.28516 -2.30640 0.28066  -0.023
C 4.83697 -1.03866 0.16105  -0.027
C 4.05054 0.03863 -0.22600  -0.068
C 2.24303 2.78504 -0.92044  -0.379
C 3.49134 3.16992 -1.41165  -0.064
C 3.94118 4.46383 -1.19375  -0.013
C 3.15339 5.37503 -0.49770  -0.009
C 1.88713 5.00985 -0.05327  -0.038
C 1.43150 3.72066 -0.27212  -0.150
H -1.22897 2.07806 -3.68946  0.116
H -0.14373 2.93324 -2.82567  0.111
H -0.20136 1.49535 -5.69977  0.136
H 1.73778 0.45633 -6.80922  0.136
H 3.65878 -0.35349 -5.46978  0.133
H 3.62025 -0.15215 -3.01153  0.120
H 1.10528 -1.60506 -0.63117  0.058
H 2.50839 -3.50041 0.10446  0.117
H 4.90501 -3.14069 0.58354  0.130
H 5.89036 -0.88889 0.36160  0.132
H 4.48794 1.02577 -0.29769  0.108
H 4.10292 2.48074 -1.98171  0.116
H 4.90242 4.76925 -1.58689  0.133
H 3.51739 6.37718 -0.31266  0.134
H 1.26591 5.73638 0.45511  0.126
H 0.42678 3.44776 0.06032  0.061
N -2.41493 2.17048 -0.54251  -0.142
C -3.34900 3.02262 -0.60799  -0.149
N -4.27368 3.71775 -0.66205  0.258
C -5.03871 4.79260 -0.78726  -0.178
N -5.69186 5.73415 -0.89885  0.294

net charge	+4
lowest unoccupied orbital energy	-0.499	Eh
Kohn-Sham gap	0.1913	Eh
ΔE to the lowest compared entry with this formula, charge and spin	1.276	eV
HOMO	-18.79	eV

=====

Density functional theory data (the ωB97M-V functional and the def2-TZVPD basis) for a 2-piece molecular cluster, C2H7N overall.

Each line ends with the Löwdin charge.
Cartesian coordinates (Å):
N -2.97100 0.72695 -1.06054  0.003
H -3.79537 0.57669 -0.49124  0.002
H -2.17801 0.27475 -0.63595  -0.011
H -3.07337 0.38620 -2.01375  0.006
C 2.50600 -0.70280 0.50701  -0.084
C 1.51944 0.08243 0.89451  -0.086
H 3.19098 -0.49580 -0.30324  0.043
H 2.67405 -1.67518 0.94716  0.042
H 1.27122 1.03719 0.45610  0.043
H 0.85606 -0.21045 1.69993  0.043

net charge	0
lowest unoccupied orbital energy	0.039	Eh
Kohn-Sham gap	0.4037	Eh
ΔE to the lowest compared entry with this formula, charge and spin	0.809	eV
SMILES	C=C.N
HOMO	-9.92	eV

=====

Density functional theory data (the ωB97M-V functional and the def2-TZVPD basis) for an isolated molecule of C2H3F2OP at a distorted geometry.

Each line ends with the Löwdin charge.
Cartesian coordinates (Å):
C 1.00834 -0.78607 -1.19180  -0.393
C -0.91493 1.10173 1.21679  -0.468
O 1.03318 -0.66791 -2.42164  -0.024
F -1.00207 2.34208 0.61719  -0.067
F 0.08258 1.18799 2.18403  -0.100
P -0.35282 -0.17328 0.01166  0.975
H 1.82111 -1.25559 -0.71051  0.049
H -0.05569 -1.38143 0.78377  0.034
H -1.61971 -0.36752 -0.48949  -0.007

net charge	0
lowest unoccupied orbital energy (spin up / spin down)	-0.035 / -0.035	Eh
Kohn-Sham gap (spin up / spin down)	0.2757 / 0.2755	Eh
ΔE to the lowest compared entry with this formula, charge and spin	6.473	eV
SMILES	O=C[PH2]=C(F)F
HOMO (spin up / spin down)	-8.46 / -8.46	eV

=====

Density functional theory data (the ωB97M-V functional and the def2-TZVPD basis) for an isolated molecule of C6H8OS at a distorted geometry.

Each line ends with the Löwdin charge.
Cartesian coordinates (Å):
C -0.11943 -1.27141 -0.32136  -0.320
C -1.20795 -0.08731 -0.48371  -0.139
C -0.88923 1.24836 0.06722  -0.156
C 0.27016 1.63298 0.63899  -0.063
C 1.29827 0.50323 0.68389  -0.494
C 1.16241 -0.29511 -0.56672  -0.565
H -0.80760 -2.35596 1.20554  0.173
H -0.27688 -1.96397 -1.07468  0.102
H -1.17648 0.12215 -1.67152  0.159
H -2.34901 -0.39205 -0.21871  0.154
H -1.51288 2.12157 -0.16972  0.108
H 0.40269 2.65720 0.98268  0.097
H 1.18939 -0.21392 1.56372  0.110
H 1.04300 0.25980 -1.40250  0.044
O 0.08970 -1.90125 0.90357  -0.071
S 2.88383 -0.06432 -0.13669  0.860

net charge	0
lowest unoccupied orbital energy	0.023	Eh
Kohn-Sham gap	0.3355	Eh
ΔE to the lowest compared entry with this formula, charge and spin	3.692	eV
SMILES	O[C@H]1CC=C[C@@H]2S[C@H]21
HOMO	-8.49	eV

=====

Density functional theory data (the ωB97M-V functional and the def2-TZVPD basis) for an isolated molecule of C3H7O5PS at a distorted geometry.

Each line ends with the Löwdin charge.
Cartesian coordinates (Å):
C 0.33632 -1.71436 1.10851  -0.252
C 0.38033 -1.56952 -0.39328  -0.234
C -1.71285 1.74720 -1.12446  -0.094
O 1.23037 0.77244 -1.87999  -0.266
O 2.62276 1.11751 1.29740  -0.315
O 0.13671 0.97898 2.15131  -0.330
O 1.52939 -1.02420 1.66066  -0.267
O -1.06552 0.60503 -0.55104  -0.319
P 0.49069 0.21778 -0.74645  0.601
S 1.27656 0.54594 1.30558  0.648
H -0.58519 -1.24666 1.44866  0.104
H 0.43637 -2.88662 1.33313  0.177
H 1.25250 -1.99062 -0.91402  0.114
H -0.67482 -1.73298 -0.77826  0.126
H -1.23705 2.62681 -0.69520  0.083
H -2.82358 1.83873 -0.93545  0.103
H -1.59298 1.71455 -2.28710  0.121

net charge	0
lowest unoccupied orbital energy	0.018	Eh
Kohn-Sham gap	0.3983	Eh
ΔE to the lowest compared entry with this formula, charge and spin	1.812	eV
SMILES	CO[P@]1(=O)CCOS1(=O)=O
HOMO	-10.35	eV

=====

Q: The highest net charge belongs to which entry?
A: C45H39N5P3Ta